Density functional theory data (wB97M-V/def2-TZVPD) for 3 unconnected molecules or ions with the total composition C18H36FNO4P.

Output
F_max in eV/A: 9.3
Kohn-Sham gap in Eh: 0.228
Total charge: -1

XYZ file:
```
61
C18H36FNO4P (wB97M-V/def2-TZVPD)
C 1.83 -4.06 1.86
C 1.60 -2.82 1.19
C 1.17 -1.35 0.51
P -0.58 -0.95 1.15
C -0.58 0.83 0.49
C 0.54 1.20 -0.64
C -1.40 -1.55 -0.49
C -1.11 -3.13 -0.86
N -1.74 -4.13 0.09
C 0.13 -0.45 2.88
C -0.12 -1.57 4.05
F -0.53 -0.96 5.36
C -2.36 -0.71 1.87
C -3.17 -2.09 2.16
C -4.17 -1.76 3.47
O -5.07 -0.74 3.44
O -3.98 -2.60 4.68
H 1.63 -5.11 2.38
H 2.02 -0.62 0.84
H 1.23 -1.51 -0.65
H -0.65 -2.31 1.65
H -1.63 1.15 0.03
H -0.42 1.61 1.38
H 0.62 0.45 -1.54
H 1.58 1.38 -0.13
H 0.21 2.24 -1.11
H -2.59 -1.44 -0.48
H -1.06 -0.93 -1.44
H 0.05 -3.36 -1.06
H -1.63 -3.31 -1.91
H -1.55 -5.12 -0.25
H -2.78 -4.01 -0.07
H -0.33 0.56 3.29
H 1.31 -0.27 2.86
H -0.93 -2.38 3.80
H 0.91 -2.15 4.23
H -3.06 -0.06 1.14
H -2.36 -0.10 2.89
H -3.90 -2.28 1.25
H -2.53 -3.01 2.47
H -3.14 -3.16 4.56
C -0.13 6.92 -0.62
C 0.45 5.53 -0.69
O 0.50 4.81 0.31
C 0.98 5.06 -2.02
H -0.47 7.12 0.40
H 0.63 7.66 -0.89
H -0.99 6.99 -1.30
H 1.79 5.72 -2.35
H 0.17 5.05 -2.75
H 1.37 4.05 -1.92
C 2.76 -0.61 -5.15
C 3.00 0.21 -3.91
O 2.15 0.31 -3.03
C 4.33 0.91 -3.79
H 1.76 -1.05 -5.10
H 2.82 0.03 -6.03
H 3.50 -1.41 -5.21
H 4.45 1.62 -4.61
H 5.14 0.18 -3.79
H 4.36 1.47 -2.85
```

natural (NBO) population analysis, charges in e, atoms 1 to 2: C -0.44; C 0.03